174
Properties=species:S:1:pos:R:3:forces:R:3 method="wB97M-V/def2-TZVPD" multiplicity=2 molar_mass_g_mol=1075.22 e_tot_ha=-4921.337849 orbital_gap_ev="7.08 / 2.35" s2=0.76 charge=+1 relative_energy_kcal_mol=9.7
H 1.4171 -0.5854 -7.7814 -0.6 0.0 -0.5
H 4.1270 1.6271 -4.8514 -0.5 -0.2 -0.1
C -3.1004 3.8978 -0.3865 0.3 0.6 -0.7
H 2.5680 0.4652 1.1211 0.4 0.6 -0.1
H -1.1433 -3.0524 3.9253 -0.6 -0.6 -0.1
O 2.1542 2.5549 -2.3916 -1.0 -2.6 1.0
C 4.3577 -0.0970 -2.0708 -1.0 -1.1 0.2
H -4.6677 -0.9513 4.8823 -0.3 0.0 0.3
H 5.7741 -0.0406 -10.8999 0.0 -0.3 -0.1
H 5.9319 2.9724 -9.7494 -1.2 -0.2 -0.5
H 0.8665 3.5520 0.4528 -0.6 1.0 -0.2
H -2.3688 -0.5712 7.9312 -0.8 0.5 0.2
O 2.2873 -3.9477 1.2033 -1.4 0.4 -0.2
H 2.5211 -8.0522 2.1185 -0.1 -0.4 -0.3
C 2.4313 -7.2800 1.3545 1.0 1.1 0.9
H 0.8214 1.0548 -3.7699 -0.3 0.2 0.0
P 3.3330 -4.5843 1.9832 2.5 -2.4 2.0
H 4.5070 -3.7698 -0.4445 -0.2 -0.9 0.2
H 0.1449 1.6006 5.8183 0.1 0.2 0.3
H -1.4627 1.0274 9.2686 0.0 -0.1 0.1
H -4.2188 4.7301 4.6715 0.9 -0.7 -0.2
H -0.0248 3.0217 -1.0370 0.1 0.0 0.2
N -2.0645 1.5103 7.3804 -1.3 2.2 -1.7
O -4.8051 -3.8719 1.3220 -0.1 1.3 0.2
C -6.6294 3.6147 -2.6524 0.2 -0.8 0.1
C -0.2447 1.6550 4.8018 1.5 0.3 1.8
H -3.0532 0.0310 6.3053 0.1 -0.7 0.3
H 1.8737 0.5593 -6.6278 0.4 0.2 0.3
H -7.2323 3.4682 -3.5486 0.2 0.9 -0.5
H 4.2009 -0.9802 -4.9279 0.1 0.0 0.3
H -3.1636 0.8781 -0.3648 1.0 0.7 0.1
H -4.3298 1.0074 -1.5061 -0.5 0.2 -0.1
H 5.7580 -6.2715 1.1830 -0.5 0.5 -0.3
H -3.1047 6.0623 -4.9636 0.8 0.2 0.3
P 4.1991 0.0981 -8.2350 0.1 -1.0 1.6
C -2.3250 -1.8202 1.1725 0.0 -1.0 0.4
N 5.3899 0.9082 -9.0835 -0.2 2.1 0.1
H -2.7969 -5.3818 4.9855 0.0 0.7 0.3
H -7.1446 -0.7490 2.8022 -0.1 -0.4 0.4
H -5.4204 3.4474 4.5310 -0.5 0.5 0.1
O -4.2089 2.0118 -3.9511 0.5 2.6 3.3
H 5.1719 2.8848 -8.0733 -1.1 -0.2 -0.7
H -4.0535 4.1540 0.0762 0.2 0.2 0.6
H -0.8419 3.4584 -4.1219 0.0 -0.2 0.0
N 4.7872 -3.7492 1.6992 -0.2 0.7 -2.2
C -1.3330 4.2936 -3.6226 0.5 -1.0 0.3
P 2.0893 1.2970 -1.5123 -0.5 1.1 -1.0
H 4.8224 -7.5633 0.4357 0.0 0.0 -0.1
H -1.3034 -0.1804 6.6709 -0.1 -0.8 -0.7
O -1.7602 4.1358 6.6386 0.2 -0.1 0.1
N -4.1213 -4.1257 3.8879 -0.4 2.5 0.1
H -4.8893 0.9027 6.0116 0.0 0.0 -0.2
H -2.3141 -4.8977 3.3428 0.2 -0.2 0.1
H 3.6883 -0.9392 -2.2461 0.3 -0.3 -0.1
H -4.2515 4.9226 -5.1841 0.0 -0.8 -0.7
C 4.9271 -6.9598 1.3374 -1.1 0.7 0.0
H 5.4182 2.2325 -5.8062 0.3 -0.1 -0.3
H 2.1531 2.1866 1.7431 1.0 -0.1 0.2
H -6.2394 -0.7235 1.3565 0.5 0.3 -0.2
H 6.2764 -4.8664 2.5356 0.5 0.1 0.9
C 2.7817 -3.3848 4.4892 -1.1 -0.4 -1.6
H 6.6664 2.4600 -8.3991 0.7 -0.6 0.2
C -5.1922 -4.1331 4.8850 -1.1 -2.7 -1.4
C -4.9410 1.8766 6.4985 0.6 -0.4 0.4
C 4.4687 1.7029 -5.8837 0.0 -1.3 -0.7
C 6.2864 0.1701 -9.9611 -0.3 -1.2 -0.5
H 5.1044 -1.6031 -6.3052 0.1 -0.2 0.2
C -4.6508 -0.6350 3.8394 -0.5 -1.1 0.2
H 5.6193 -3.4317 3.5455 0.3 -0.7 0.4
H -0.5288 -0.0012 -3.2757 -0.1 -0.3 0.0
N 1.3015 1.6955 -0.0494 0.4 -1.7 -1.1
C 5.9287 -3.8343 2.5810 -0.2 0.2 -0.1
H -7.2127 4.0876 -1.8623 0.3 0.4 -0.2
H 3.2281 -6.0781 5.1670 0.2 -0.7 0.0
H 2.1686 -2.7602 3.8395 0.4 0.2 -0.4
C 4.5596 1.7944 -0.6256 0.0 0.4 0.8
N -2.7697 4.2809 -3.8553 -1.0 -0.4 1.7
C -6.4509 -1.3550 2.2194 0.7 0.2 -0.2
H -0.0998 0.6271 4.4692 -0.2 0.1 -0.7
H -0.9853 -1.6237 3.0290 0.2 -0.2 -0.5
H -5.2831 0.2476 3.7423 0.2 0.1 0.0
H -1.9338 1.1488 2.9853 0.3 0.1 0.0
N -1.5815 2.0786 4.8719 -2.7 0.0 -0.4
H -2.5631 2.3627 9.2585 0.0 0.4 0.0
H -2.1860 -1.6135 4.1370 -0.2 -0.5 0.6
H -3.3360 1.8879 3.7385 0.0 -0.1 0.1
H -0.5421 2.5272 0.6293 -0.1 -0.4 0.0
C -2.2800 0.0924 7.0710 1.5 1.1 -0.8
H 3.7839 2.3046 -6.4813 -0.1 0.1 0.3
H 5.5101 1.3387 -0.3480 0.0 -0.2 -0.1
C 1.6196 0.4813 -7.6849 -0.1 -0.4 1.2
H -5.9871 2.1759 6.4344 0.2 0.4 -0.1
H -4.5771 1.7374 0.1174 -0.1 0.6 -0.1
H -5.8543 -3.2762 5.0087 0.9 0.4 0.2
H 6.0607 -3.3268 -0.1317 0.3 0.6 0.9
C 1.0148 -1.3341 -1.3571 2.4 1.0 -0.6
C 5.0653 -3.1910 0.2913 -2.1 -1.7 0.1
C 0.5551 0.0820 -3.3565 0.9 0.1 -1.6
H 4.6231 -6.0619 4.0060 -0.2 -0.2 0.2
N 3.6469 0.7652 -1.1378 -0.2 0.8 0.3
H -6.5592 2.5592 -2.3893 0.6 -0.1 0.3
H 1.9093 2.6136 -9.2252 -0.2 0.1 0.1
H 4.2034 2.2484 0.2991 -0.3 -0.1 0.0
N 4.5700 0.3520 -6.5273 -0.8 1.0 -0.9
N -5.2360 -1.7103 3.0077 0.6 -1.6 -1.5
O 4.0965 -1.3585 -8.5679 0.8 1.3 0.6
H 1.4077 -1.1460 -0.3579 -1.0 0.0 0.4
C -3.1677 4.9808 -5.0839 -1.2 0.5 0.8
H -2.4866 -0.7480 1.2836 -0.2 0.3 0.6
N 3.5709 -6.3141 1.6145 0.6 1.1 -0.2
H 0.0259 -1.7789 -1.4686 0.0 0.5 0.3
H 1.1327 0.8674 1.9419 -0.8 -0.2 -0.3
N -5.2904 4.2113 -2.8610 1.3 0.1 2.0
C 5.6917 2.3639 -8.8775 1.8 -0.9 1.1
C -1.7466 -2.3016 3.4149 0.5 1.4 1.2
P -3.8674 3.2101 -3.0544 0.5 -1.8 -3.6
N -2.6537 -2.6571 2.3648 -1.0 0.8 -1.7
H 4.7798 2.6353 -1.2832 -0.2 -0.2 -0.5
H -4.9374 -4.7547 5.7434 0.6 1.1 0.7
H -2.5821 4.7041 -5.9607 -0.3 -0.4 0.1
H 6.5600 -0.7720 -9.4860 -0.2 -0.2 -0.1
H -2.1652 2.9450 3.0446 0.3 0.1 -0.6
H 5.9380 -0.4994 -5.1918 0.0 -0.1 0.3
H -3.5966 -0.4002 3.6922 -0.2 0.1 -0.8
H -2.9098 -2.1126 0.3004 0.3 -0.4 0.0
C -3.8863 1.6143 -0.7167 -0.5 -0.9 -1.3
H -0.8454 2.5253 8.6726 -0.3 0.4 0.4
H 3.5195 2.4179 -9.8170 0.2 -0.5 0.5
H -1.2471 -1.9657 1.1022 -0.1 0.1 -1.0
H -4.7111 1.7029 7.5497 -0.1 0.0 0.1
C -2.2635 2.0007 3.5800 -0.7 0.7 0.8
P -4.2903 -3.1320 2.4940 0.8 -0.2 2.4
H 2.2433 1.3787 -10.4201 -0.1 0.3 -0.4
H -5.8560 -4.8859 4.4597 -1.0 -0.1 -0.1
H 2.0263 -3.6291 5.2361 0.6 0.0 0.8
H 1.7747 -2.0502 -1.6700 -0.3 -0.6 -0.4
C -5.0314 5.5835 -2.2694 -1.8 -0.8 -1.0
H 0.7432 1.1260 -7.7517 0.0 -0.2 -0.7
H 1.4429 -6.8378 1.4793 0.2 0.4 0.0
H 4.5193 -2.2792 0.0492 0.9 0.8 0.8
H -5.5020 5.7279 -1.2969 0.2 -0.5 0.3
N 1.2839 -0.1022 -2.1646 0.7 1.7 2.6
H 3.6666 -2.8326 4.8054 -0.1 0.0 0.5
H -3.9938 5.9172 -2.2724 -0.3 -0.3 -0.4
H 4.5827 0.2846 -3.0667 0.2 0.6 0.2
C 2.6341 1.8551 -9.5211 -1.5 0.5 -1.1
C 4.9795 -0.7397 -5.6518 -0.1 0.1 -1.3
C -3.1532 -5.1927 3.9728 0.8 0.0 -0.4
H 5.2448 -0.4409 -1.5390 0.1 -0.1 -0.4
C -4.7848 3.9869 5.2332 1.4 -0.8 0.3
H -2.6807 4.7653 -0.8957 -0.1 0.0 0.0
H 4.4470 -4.9130 5.3487 0.5 0.3 -0.1
H -5.2895 4.6907 5.8951 -0.6 -0.7 0.5
C 1.8475 1.2762 1.2276 -0.8 0.3 0.4
N -3.3915 2.8555 -1.3387 -0.5 -0.3 -1.8
C 0.2954 2.7583 -0.0289 1.6 -0.3 0.5
C -1.7455 1.9111 8.6966 0.8 -0.4 1.4
H 2.4763 -7.6882 0.3448 0.2 -0.1 0.0
N -4.0130 2.8603 5.9330 0.5 1.5 -0.6
C 3.9112 -5.4665 4.5776 0.4 -1.2 1.1
N 3.1287 -4.6212 3.7761 -0.4 1.9 -3.7
H -2.3268 3.5545 0.3004 -0.4 -0.1 0.3
H -1.1279 4.1747 -2.5587 0.2 0.3 0.0
H 7.2495 0.5784 -10.2674 -0.2 1.0 0.6
H -5.7040 6.1470 -2.9161 0.5 0.8 -0.2
H -3.4104 -6.2051 3.6614 -0.9 0.1 -0.5
H 6.7461 -3.1794 2.2791 -0.1 0.0 -0.4
H -6.9538 -2.1988 1.7469 0.1 -0.3 0.6
N 2.7248 0.8567 -8.5100 2.8 0.6 0.7
H 5.3224 -7.6112 2.1169 -0.6 -0.2 0.4
H 1.0268 -0.6109 -4.0532 -0.9 -0.4 -0.7
H -0.8268 5.1681 -4.0314 -0.5 0.3 0.3
H 0.3850 2.4029 4.3199 0.3 -0.3 -0.5
P -2.2929 2.8296 6.2465 -1.5 -3.2 -0.2